Record 1
# C13H18CoN6OS3

C13H18CoN6OS3 as an isolated structure (ωB97M-V with the def2-TZVPD basis set, the Open Molecules 2025 dataset).

Properties
Charge ... +2
Multiplicity ... 2
Orbital gap (spin up / spin down) ... 0.28028 / 0.26970 Ha

Last column: natural (NBO) charge in e.
Cartesian coordinates (Å):
1 Co -0.0167 0.0382 -0.1086  1.218
2 N -0.2639 -0.5663 -3.6600  -0.773
3 C -0.8428 -1.3839 -2.7648  0.277
4 N -0.7966 -1.2537 -1.4489  -0.605
5 C -1.4993 -2.2896 -0.8202  0.073
6 C -2.0569 -3.1816 -1.6466  -0.392
7 S -1.7279 -2.7685 -3.2847  0.495
8 C -1.5305 -2.2440 0.6274  0.178
9 C -2.1235 -3.0668 1.5003  -0.426
10 S -1.8402 -2.5338 3.1153  0.493
11 C -0.9269 -1.1980 2.5232  0.281
12 N -0.8461 -1.1745 1.1982  -0.637
13 N -0.3641 -0.2973 3.3347  -0.778
14 H 0.1820 0.2794 -3.3581  0.409
15 H -0.4316 -0.6902 -4.6433  0.429
16 H -2.6347 -4.0574 -1.4003  0.273
17 H -2.7069 -3.9505 1.2994  0.272
18 H -0.4905 -0.3477 4.3299  0.425
19 H 0.1618 0.4569 2.9247  0.427
20 C 2.6280 2.9886 0.6920  -0.818
21 S 0.9771 2.7906 1.3402  1.275
22 C 1.3592 3.0498 3.0587  -0.814
23 O 0.6717 1.2830 1.2742  -1.051
24 H 2.9882 3.9703 1.0028  0.269
25 H 2.5850 2.9472 -0.3947  0.247
26 H 3.2651 2.1981 1.0897  0.257
27 H 1.7351 4.0680 3.1587  0.273
28 H 2.1073 2.3239 3.3785  0.255
29 H 0.4403 2.9499 3.6348  0.263
30 N 2.8033 0.1029 -1.6597  -0.777
31 C 2.0038 1.1341 -2.0224  0.408
32 C 2.4382 2.1065 -2.9424  -0.296
33 C 1.6087 3.1491 -3.2643  -0.100
34 C 0.3387 3.2448 -2.6739  -0.281
35 C -0.0307 2.2628 -1.8024  0.024
36 N 0.7769 1.2139 -1.4815  -0.602
37 H 3.6882 -0.0372 -2.1152  0.427
38 H 2.4527 -0.6430 -1.0853  0.405
39 H 3.4245 2.0156 -3.3793  0.252
40 H 1.9318 3.8930 -3.9817  0.257
41 H -0.3350 4.0581 -2.9034  0.262
42 H -1.0073 2.2690 -1.3300  0.225

=====

Record 2
# C37H28AuN2P2S2

C37H28AuN2P2S2 as an isolated structure (ωB97M-V with the def2-TZVPD basis set, the Open Molecules 2025 dataset).

Properties
Charge ... +1
Multiplicity ... 1
Orbital gap ... 0.22841 Ha

Last column: Löwdin charge in e.
Cartesian coordinates (Å):
1 Au -0.0514 -1.7108 -0.5563  0.846
2 S -0.5746 -1.2043 2.4283  0.283
3 P 0.0676 0.4595 1.5636  0.375
4 C 0.0895 0.3400 -0.1931  -0.600
5 P 1.5615 0.5223 -1.1256  0.414
6 S 2.5765 -1.1942 -0.9285  0.402
7 C 2.5400 1.9904 -0.7249  -0.334
8 C 3.8955 1.9393 -0.4367  -0.082
9 C 4.5496 3.1042 -0.0769  -0.066
10 C 3.8583 4.3026 0.0047  -0.064
11 C 2.5070 4.3510 -0.3071  -0.065
12 C 1.8448 3.1971 -0.6785  -0.085
13 C 0.9864 0.7416 -2.8296  -0.358
14 C 1.7679 0.2801 -3.8801  -0.096
15 C 1.3509 0.4839 -5.1825  -0.068
16 C 0.1639 1.1519 -5.4371  -0.067
17 C -0.6220 1.6002 -4.3865  -0.069
18 C -0.2167 1.3902 -3.0820  -0.095
19 C 1.6727 0.9240 2.2687  -0.361
20 C 2.5823 -0.0871 2.5489  -0.126
21 C 3.7773 0.2325 3.1638  -0.067
22 C 4.0576 1.5505 3.4912  -0.069
23 C 3.1600 2.5570 3.1714  -0.074
24 C 1.9609 2.2518 2.5541  -0.091
25 C -1.0832 1.7880 1.9817  -0.368
26 C -1.7713 2.4852 1.0014  -0.103
27 C -2.7123 3.4280 1.3693  -0.076
28 C -2.9677 3.6626 2.7105  -0.070
29 C -2.2710 2.9688 3.6901  -0.062
30 C -1.3310 2.0256 3.3275  -0.097
31 H 4.4270 0.9988 -0.5045  0.092
32 H 5.6074 3.0784 0.1332  0.112
33 H 4.3759 5.2015 0.3077  0.112
34 H 1.9758 5.2901 -0.2666  0.112
35 H 0.7945 3.2148 -0.9372  0.102
36 H 2.6920 -0.2409 -3.6700  0.086
37 H 1.9583 0.1324 -6.0014  0.109
38 H -0.1501 1.3227 -6.4558  0.109
39 H -1.5445 2.1243 -4.5858  0.108
40 H -0.8242 1.7207 -2.2513  0.079
41 H 2.3382 -1.1125 2.3029  0.073
42 H 4.4833 -0.5499 3.3957  0.108
43 H 4.9791 1.7919 4.0002  0.108
44 H 3.3891 3.5841 3.4118  0.110
45 H 1.2519 3.0288 2.3043  0.108
46 H -1.5548 2.2866 -0.0393  0.069
47 H -3.2454 3.9835 0.6120  0.106
48 H -3.7152 4.3864 2.9963  0.107
49 H -2.4631 3.1658 4.7329  0.110
50 H -0.7835 1.4632 4.0717  0.109
51 C -4.5880 -1.2901 -0.3579  -0.008
52 C -3.2263 -1.0069 -0.4782  -0.092
53 N -2.3201 -1.9494 -0.5678  0.024
54 C -2.6679 -3.2418 -0.5149  -0.146
55 C -4.0245 -3.6259 -0.4140  -0.127
56 C -4.9888 -2.6044 -0.3464  0.025
57 C -4.3592 -5.0074 -0.3637  -0.001
58 C -3.3929 -5.9557 -0.3684  -0.002
59 C -2.0136 -5.6034 -0.4228  -0.126
60 C -0.9835 -6.5603 -0.3624  0.025
61 C 0.3254 -6.1457 -0.3913  -0.015
62 C 0.5999 -4.7814 -0.5096  -0.093
63 N -0.3473 -3.8699 -0.5764  -0.016
64 C -1.6403 -4.2445 -0.5191  -0.139
65 H -5.3038 -0.4872 -0.2772  0.118
66 H -2.8688 0.0143 -0.4962  0.107
67 H -6.0323 -2.8697 -0.2658  0.128
68 H -5.4013 -5.2794 -0.2989  0.124
69 H -3.6474 -7.0030 -0.3177  0.124
70 H -1.2355 -7.6073 -0.2812  0.129
71 H 1.1358 -6.8556 -0.3272  0.118
72 H 1.6212 -4.4267 -0.5509  0.110

=====

Record 3
# C40H64F3HgN10O16S

C40H64F3HgN10O16S as an isolated structure (ωB97M-V with the def2-TZVPD basis set, the Open Molecules 2025 dataset).

Properties
Charge ... +1
Multiplicity ... 1
Orbital gap ... 0.06416 Ha

Last column: Löwdin charge in e.
Cartesian coordinates (Å):
1 Hg 0.9203 2.0602 -3.9459  1.392
2 C -0.0724 -1.0450 -0.8959  -0.657
3 F -0.3981 -1.2253 0.3589  0.182
4 F 0.1813 -2.2178 -1.4693  0.145
5 F -1.1093 -0.4985 -1.5417  0.106
6 S 1.4406 0.0462 -1.1505  0.513
7 O 2.5585 -0.8125 -0.8231  -0.256
8 O 1.3619 0.4014 -2.5935  -0.474
9 O 1.3067 1.1968 -0.2802  -0.292
10 C 1.4450 6.4908 -0.5877  -0.342
11 O 1.4645 7.6978 -0.5578  0.041
12 N 0.5236 5.7467 0.0741  -0.178
13 C 0.6490 4.3067 0.1098  -0.073
14 C -0.4331 6.3352 0.9873  -0.030
15 H 2.1700 5.9090 -1.1734  0.119
16 H 1.4325 4.0569 -0.6120  0.067
17 H -0.2615 3.7969 -0.2127  0.044
18 H 0.8973 3.8320 1.0606  0.100
19 H -0.3314 7.4202 0.9281  0.091
20 H -1.4536 6.1397 0.6520  0.079
21 H -0.2681 6.0753 2.0318  0.102
22 C 2.0305 -3.3275 -3.9480  -0.332
23 O 2.1809 -4.4177 -3.4511  0.039
24 N 1.5536 -3.1100 -5.2048  -0.194
25 C 1.5032 -1.7906 -5.8006  -0.068
26 C 1.2428 -4.1874 -6.1210  -0.038
27 H 2.2096 -2.3784 -3.4134  0.121
28 H 0.5050 -1.5798 -6.1922  0.074
29 H 2.3004 -1.7671 -6.5456  0.101
30 H 1.6593 -0.9990 -5.0638  0.053
31 H 1.9643 -4.2572 -6.9450  0.097
32 H 1.1895 -5.1722 -5.6725  0.094
33 H 0.3245 -3.8800 -6.6317  0.084
34 C -6.0973 -0.4111 -0.1350  -0.330
35 O -7.0229 0.3074 0.1988  0.021
36 N -4.9270 -0.4161 0.5488  -0.185
37 C -3.6684 -0.8665 -0.0184  -0.073
38 C -4.7691 0.2571 1.8158  -0.029
39 H -6.1171 -1.1165 -0.9788  0.134
40 H -3.1165 -1.5714 0.6133  0.089
41 H -3.0310 0.0228 0.0794  0.058
42 H -3.7140 -1.2047 -1.0471  0.063
43 H -4.2223 1.2031 1.7187  0.073
44 H -5.6545 0.5030 2.3925  0.101
45 H -4.1690 -0.4334 2.4182  0.086
46 C 6.9382 2.3810 -1.6357  -0.319
47 O 7.4551 1.3912 -1.1779  0.059
48 N 5.5971 2.5958 -1.6291  -0.180
49 C 4.6162 1.7089 -1.0850  -0.046
50 C 5.0778 3.7897 -2.2775  -0.053
51 H 7.4787 3.2220 -2.0859  0.138
52 H 4.0979 1.1525 -1.8797  0.078
53 H 3.8100 2.2342 -0.5689  0.083
54 H 5.0781 0.9788 -0.4281  0.091
55 H 5.7724 4.5612 -2.5882  0.095
56 H 4.4660 3.4016 -3.1122  0.076
57 H 4.3316 4.2847 -1.6465  0.073
58 C 4.2159 -5.0887 1.5443  -0.358
59 O 4.9877 -6.0004 1.7527  0.026
60 N 3.2365 -5.0720 0.6269  -0.177
61 C 2.4157 -3.8924 0.4166  -0.066
62 C 3.2329 -6.0024 -0.5000  -0.031
63 H 4.1559 -4.1473 2.1217  0.121
64 H 2.6024 -2.9852 0.9844  0.067
65 H 1.3573 -4.1455 0.5511  0.086
66 H 2.5076 -3.6985 -0.6568  0.068
67 H 3.8948 -6.8503 -0.3690  0.089
68 H 2.2249 -6.4029 -0.6335  0.092
69 H 3.4643 -5.4521 -1.4138  0.073
70 C -1.6711 3.3871 -2.4305  -0.264
71 O -0.9358 2.4555 -2.8663  -0.178
72 N -2.9076 3.1829 -2.0552  -0.123
73 C -3.7520 4.3190 -1.6286  0.008
74 C -3.5813 1.8949 -2.0642  0.004
75 H -1.4271 4.4526 -2.4214  0.161
76 H -4.5193 3.9378 -0.9633  0.104
77 H -4.2380 4.7872 -2.4851  0.110
78 H -3.1153 5.0733 -1.1690  0.089
79 H -2.8505 1.0856 -2.1135  0.070
80 H -4.1248 1.7061 -1.1412  0.097
81 H -4.1813 1.7240 -2.9592  0.111
82 C -4.0732 -1.0730 -4.2867  -0.356
83 O -5.0582 -0.7185 -3.6794  0.025
84 N -3.3961 -2.2405 -4.1407  -0.175
85 C -3.9267 -3.2352 -3.2094  -0.028
86 C -2.0023 -2.3448 -4.5165  -0.065
87 H -3.4672 -0.4546 -4.9760  0.132
88 H -3.6596 -2.9821 -2.1803  0.072
89 H -3.5581 -4.2446 -3.3711  0.094
90 H -5.0136 -3.2334 -3.2175  0.096
91 H -1.7945 -1.8669 -5.4736  0.080
92 H -1.3449 -1.9832 -3.7217  0.070
93 H -1.6923 -3.3822 -4.6556  0.094
94 C -1.1627 2.1424 1.5315  -0.105
95 C -2.1920 3.0578 1.6179  -0.114
96 C -2.5123 3.6841 2.8021  -0.001
97 C -1.8663 3.2962 3.9599  -0.132
98 C -0.9445 2.2543 3.9200  0.017
99 C -0.5171 1.7460 2.7083  -0.051
100 N -2.1274 3.9864 5.2110  -0.361
101 O -1.5694 3.5771 6.2008  0.104
102 O -2.7754 5.0048 5.1860  0.095
103 H -0.8186 1.7761 0.5744  0.073
104 H -2.7725 3.2747 0.7266  0.084
105 H -3.2692 4.4572 2.7948  0.128
106 H -0.5400 1.8085 4.8186  0.120
107 H 0.2091 0.9457 2.6590  0.094
108 C -1.4804 -2.9209 3.3402  -0.072
109 C -1.6093 -1.7713 4.1257  -0.058
110 C -2.7796 -1.6336 4.8405  -0.027
111 C -3.7177 -2.6305 4.9130  -0.147
112 C -3.4724 -3.8550 4.3180  0.002
113 C -2.3733 -3.9811 3.4900  -0.064
114 N -4.9685 -2.3981 5.6565  -0.353
115 O -5.7057 -3.3485 5.8122  0.090
116 O -5.1841 -1.2791 6.0664  0.087
117 H -0.6942 -2.9922 2.5974  0.092
118 H -0.9018 -0.9576 4.0626  0.093
119 H -2.8410 -0.6972 5.3842  0.125
120 H -4.1085 -4.7141 4.4803  0.125
121 H -2.2584 -4.8847 2.9075  0.110
122 C 5.7130 -1.7727 2.3062  -0.076
123 C 5.9583 -1.7017 3.6647  -0.044
124 C 5.0363 -1.0649 4.4912  0.012
125 C 3.9971 -0.3147 3.9335  -0.137
126 C 3.7409 -0.4189 2.5643  -0.004
127 C 4.5965 -1.1668 1.7766  -0.104
128 N 3.2433 0.6181 4.7772  -0.346
129 O 2.0815 0.8313 4.4694  0.058
130 O 3.8432 1.1008 5.7128  0.111
131 H 6.4545 -2.1897 1.6362  0.121
132 H 6.8594 -2.1605 4.0460  0.117
133 H 5.1878 -0.9846 5.5591  0.122
134 H 2.9524 0.1471 2.0834  0.105
135 H 4.3869 -1.2007 0.7146  0.085

=====

Record 4
# C44H28N10O2Ti

C44H28N10O2Ti as an isolated structure (ωB97M-V with the def2-TZVPD basis set, the Open Molecules 2025 dataset).

Properties
Charge ... -1
Multiplicity ... 2
Orbital gap (spin up / spin down) ... 0.19552 / 0.17512 Ha

Last column: Löwdin charge in e.
Cartesian coordinates (Å):
1 Ti -0.1627 -0.0239 -0.2663  1.165
2 C 5.1980 -0.9086 3.6632  -0.103
3 C 5.8894 -0.1645 2.7041  -0.100
4 C 5.2614 0.3056 1.5642  -0.022
5 C 3.9140 0.0135 1.3991  -0.096
6 C 2.9742 0.2087 0.3094  -0.282
7 N 1.7504 -0.3433 0.6286  0.069
8 C 1.8921 -0.9490 1.8329  -0.286
9 N 1.1042 -1.8134 2.4317  0.189
10 C -0.0873 -2.1753 2.0166  -0.284
11 C -0.7430 -3.3106 2.6271  -0.105
12 C -0.3297 -4.2682 3.5420  -0.023
13 C -1.2261 -5.2638 3.8786  -0.103
14 C -2.5053 -5.3136 3.3164  -0.105
15 C -2.9191 -4.3701 2.3968  -0.027
16 C -2.0261 -3.3644 2.0536  -0.109
17 C -2.0799 -2.2737 1.1069  -0.271
18 N -3.1868 -2.0728 0.4024  0.181
19 C -3.1528 -1.2201 -0.6001  -0.276
20 N -2.1044 -0.4822 -0.9697  0.045
21 C -2.3320 0.0350 -2.2777  -0.235
22 N -0.6098 0.6471 -3.4347  0.083
23 C 0.7613 0.6408 -3.1380  -0.258
24 N 1.2167 0.4828 -1.8839  0.076
25 C 2.5702 0.6830 -1.9041  -0.288
26 N 3.3770 0.6508 -0.8517  0.195
27 C 2.9951 0.9379 -3.2421  -0.112
28 C 4.2404 1.1610 -3.8222  -0.038
29 C 4.2980 1.3647 -5.1818  -0.121
30 C 3.1363 1.3613 -5.9689  -0.125
31 C 1.8988 1.1297 -5.4191  -0.047
32 C 1.8146 0.9107 -4.0412  -0.110
33 C -3.7752 -0.2041 -2.5680  -0.074
34 C -4.6002 0.1662 -3.6110  -0.022
35 C -5.9031 -0.3156 -3.6263  -0.088
36 C -6.3607 -1.1807 -2.6381  -0.092
37 C -5.5368 -1.5591 -1.5898  -0.012
38 C -4.2495 -1.0472 -1.5480  -0.078
39 N -0.8937 -1.6015 1.0742  0.095
40 C 3.2237 -0.7330 2.3662  -0.103
41 C 3.8571 -1.2043 3.5065  -0.023
42 H 5.7355 -1.2822 4.5266  0.092
43 H 6.9440 0.0311 2.8523  0.092
44 H 5.7991 0.8571 0.8089  0.106
45 H 0.6678 -4.2346 3.9574  0.106
46 H -0.9350 -6.0327 4.5816  0.091
47 H -3.1714 -6.1208 3.5942  0.091
48 H -3.9018 -4.4044 1.9497  0.104
49 H 5.1293 1.1639 -3.2074  0.103
50 H 5.2469 1.5590 -5.6625  0.086
51 H 3.2218 1.5395 -7.0322  0.086
52 H 1.0069 1.1299 -6.0279  0.098
53 H -4.2518 0.8193 -4.3960  0.103
54 H -6.5669 -0.0197 -4.4263  0.096
55 H -7.3752 -1.5557 -2.6926  0.097
56 H -5.8696 -2.2411 -0.8245  0.110
57 H 3.3133 -1.8031 4.2219  0.105
58 C -0.5322 -3.0662 -3.5730  0.022
59 C -0.5781 -1.7851 -2.7763  -0.308
60 O -0.0351 -1.7232 -1.6686  0.012
61 C -1.3356 -0.6314 -3.3417  -0.093
62 C -1.4892 1.3462 -2.4455  -0.402
63 C -2.1656 2.5637 -3.0498  0.006
64 N -0.8533 1.5745 -1.2036  -0.121
65 N -1.2767 2.5867 -0.4448  0.119
66 C -0.9840 2.3390 0.8080  -0.396
67 O -0.4292 1.1781 1.0965  -0.131
68 C -1.3068 3.3179 1.8396  -0.142
69 C -1.2247 2.9588 3.1887  -0.024
70 C -1.5486 3.8649 4.1792  -0.097
71 C -1.9521 5.1487 3.8481  -0.114
72 C -2.0279 5.5210 2.5132  -0.102
73 C -1.7125 4.6190 1.5157  -0.034
74 H -1.5165 -3.5318 -3.5697  0.095
75 H 0.1887 -3.7429 -3.1214  0.089
76 H -0.2521 -2.8634 -4.6030  0.088
77 H -1.8187 -0.8737 -4.2958  0.151
78 H -2.5426 2.3139 -4.0371  0.069
79 H -1.4296 3.3577 -3.1249  0.085
80 H -2.9774 2.8875 -2.4025  0.081
81 H -0.8990 1.9570 3.4313  0.113
82 H -1.4778 3.5769 5.2189  0.097
83 H -2.1993 5.8587 4.6252  0.091
84 H -2.3247 6.5314 2.2595  0.095
85 H -1.7617 4.9069 0.4767  0.104

=====

The following strongest force on any atom values (in eV Å⁻¹) correspond, in order, to the records above: 0.85; 1.78; 3.78; 1.74.